DFT (wB97M-V/def2-TZVPD) results for a cluster of 7 separate species, C16H20B2NO32S4 in total at a distorted geometry.

## Properties
total energy	-4726.8319	Eh
total charge	-1
multiplicity	1

Each line ends with the Löwdin charge.
Geometry (Å):
N (-0.24129, -0.51783, -1.14391)  0.357
H (-0.12272, -0.98053, -2.03382)  0.158
H (-0.76066, -1.16436, -0.56743)  0.159
H (-0.77130, 0.33927, -1.21150)  0.162
H (0.69234, -0.28252, -0.83884)  0.163
O (8.79299, 0.75721, -7.73693)  0.125
C (7.62598, 0.59996, -7.40775)  -0.367
O (7.00414, -0.47289, -7.09958)  0.277
B (5.62169, -0.45086, -7.26245)  -0.859
O (5.35843, 0.93798, -7.66491)  0.233
C (6.47078, 1.59875, -7.80182)  -0.365
O (6.50465, 2.72568, -8.29340)  0.104
O (5.23630, -1.41202, -8.33770)  0.222
C (4.17836, -2.12769, -7.96415)  -0.383
O (3.59763, -2.98704, -8.59613)  0.122
C (3.91658, -1.79707, -6.48646)  -0.364
O (4.85861, -0.98418, -6.02713)  0.201
O (3.02707, -2.30085, -5.76034)  0.054
O (0.21432, 8.71299, 6.55714)  0.133
C (0.14996, 8.39027, 5.39538)  -0.313
O (-0.49253, 7.28807, 4.83730)  0.182
B (-0.06490, 7.18208, 3.41276)  -0.850
O (0.34233, 8.52570, 3.11119)  0.255
C (0.64071, 9.21329, 4.15799)  -0.398
O (1.16792, 10.30677, 4.14123)  0.129
O (-1.18398, 6.61267, 2.68851)  0.247
C (-0.80890, 5.65016, 1.88899)  -0.297
O (-1.47113, 4.95093, 1.04563)  0.039
C (0.68687, 5.33225, 2.34343)  -0.475
O (1.05737, 6.16365, 3.18856)  0.244
O (1.39549, 4.38986, 2.08752)  0.104
C (-2.14153, 2.95002, 8.25310)  -0.206
C (-3.67028, 2.69919, 8.24102)  -0.155
O (-3.89266, 1.68588, 7.22982)  -0.219
S (-2.39601, 1.16145, 6.59778)  0.788
O (-2.54495, 1.03863, 5.10328)  -0.269
O (-1.86118, 0.05733, 7.41454)  -0.260
O (-1.73048, 2.58379, 6.98587)  -0.196
H (-1.60721, 2.33088, 8.97370)  0.124
H (-1.87650, 3.99437, 8.41799)  0.143
H (-4.19016, 3.59044, 7.88961)  0.125
H (-4.07799, 2.45092, 9.22093)  0.124
C (-8.50182, -4.68668, 0.82177)  -0.134
C (-8.06745, -3.60334, 1.80692)  -0.186
O (-6.90497, -4.16357, 2.39353)  -0.199
S (-5.90216, -4.82716, 1.29889)  0.722
O (-5.52810, -6.11275, 1.86888)  -0.250
O (-4.85730, -4.06041, 0.63137)  -0.248
O (-7.19862, -5.03063, 0.25375)  -0.232
H (-9.13933, -4.25742, 0.04884)  0.130
H (-8.94363, -5.60288, 1.21355)  0.131
H (-8.88953, -3.43528, 2.50265)  0.133
H (-7.93952, -2.61640, 1.36228)  0.134
C (-3.63424, -2.25761, -7.60518)  -0.196
C (-3.57787, -3.58472, -6.87475)  -0.201
O (-4.05235, -3.31206, -5.60102)  -0.205
S (-4.84511, -1.85358, -5.42801)  0.770
O (-4.69483, -1.17529, -4.13413)  -0.247
O (-6.22709, -2.16591, -5.79736)  -0.260
O (-4.00216, -1.22810, -6.71991)  -0.190
H (-4.06407, -2.22405, -8.60629)  0.134
H (-2.62709, -1.94941, -7.88581)  0.131
H (-2.55764, -3.96249, -6.80771)  0.132
H (-4.07476, -4.42168, -7.36532)  0.132
C (8.02902, -3.95317, 3.13704)  -0.180
C (8.23696, -2.55777, 3.78223)  -0.154
O (7.22367, -1.66536, 3.24285)  -0.204
S (6.54527, -2.33084, 1.87346)  0.768
O (7.40209, -2.06710, 0.65309)  -0.277
O (5.12691, -2.01680, 1.73233)  -0.246
O (6.79825, -3.84945, 2.44497)  -0.211
H (7.86323, -4.82226, 3.77367)  0.132
H (8.94194, -4.13316, 2.56932)  0.124
H (9.24319, -2.18205, 3.59671)  0.124
H (8.18496, -2.63321, 4.86838)  0.123

Atomic forces in eV per Å
N -0.018 -0.110 -0.423
H -0.161 0.070 -0.820
H 0.151 -0.242 0.803
H -0.333 0.502 -0.333
H 0.450 -0.079 0.791
O -1.665 -0.425 1.480
C 1.595 2.510 -3.078
O 2.076 -2.608 1.733
B -1.531 -0.421 0.076
O -1.583 -0.819 0.562
C 0.325 2.872 -1.187
O 0.684 -2.156 1.257
O -0.955 -0.071 0.100
C 0.099 -0.935 -0.570
O 0.662 1.274 0.583
C -1.985 -1.216 3.158
O -0.131 0.586 -1.753
O 2.275 1.412 -2.285
O -0.155 -0.762 -1.476
C -1.046 -0.590 -0.072
O 1.661 1.146 1.299
B 0.020 -0.657 1.851
O 0.097 -0.515 -2.381
C 0.905 1.818 1.131
O -0.644 -1.203 0.460
O -0.991 0.343 -1.367
C -0.893 -3.775 -2.609
O 2.418 3.380 3.573
C -0.185 -3.113 -1.959
O -0.495 4.580 2.851
O -0.740 -0.821 -1.338
C -0.663 0.129 1.505
C 0.292 0.436 -0.481
O 1.589 -1.063 -0.134
S -1.656 -0.416 -1.823
O 0.693 0.398 5.122
O -1.090 2.537 -1.809
O 0.994 -1.409 -2.293
H -0.181 -0.007 0.270
H -0.112 -0.087 -0.161
H 0.029 -0.011 -0.087
H 0.120 -0.507 -0.163
C 1.651 0.651 -0.452
C -1.649 -0.458 -0.206
O 1.453 1.002 0.476
S -1.262 -2.255 -0.875
O -0.446 2.157 -0.783
O -2.375 -0.533 1.445
O 1.199 -0.020 -0.239
H 0.243 -0.214 -0.211
H 0.027 0.269 0.417
H 0.554 -0.349 0.809
H 0.642 -0.226 -0.395
C 2.284 0.508 -1.798
C 0.610 -0.422 -0.852
O -0.822 1.037 2.803
S -2.070 -1.601 -0.757
O 1.134 -1.428 -3.183
O 2.341 0.972 0.260
O -1.794 0.527 2.338
H -1.333 -0.112 0.524
H 0.372 -0.228 0.255
H 0.212 0.398 0.322
H -0.856 0.352 0.108
C 0.311 0.474 0.356
C 0.041 -0.266 0.500
O -0.309 -0.728 -0.986
S 1.549 0.870 -2.684
O -2.323 -0.991 4.300
O 2.768 -0.912 1.125
O -0.784 0.819 -1.688
H 0.196 0.447 0.476
H -0.539 -0.300 -0.882
H -0.219 0.188 -0.505
H -0.726 0.398 -0.019